This record from OMol25 describes a 2-piece molecular cluster, C9H14 overall in a non-equilibrium geometry. The level of theory is ωB97M-V/def2-TZVPD.

Summary:
E_HOMO (spin up / spin down) (eV): 1.0 / -3.4
Molecular weight (g mol⁻¹): 122.21
Orbital gap (spin up / spin down) (eV): 2.8 / 7.1
Total charge: -1
Total energy (hartree): -351.26121
ΔE to the lowest compared entry with this formula, charge and spin (kJ/mol): 47.5
LUMO energy (spin up / spin down) (eV): 3.82 / 3.72
2S+1: 2

Last column: Mulliken charge in e.
Element x y z (Å)
H -1.64 3.32 0.56  0.3278
H -2.03 2.05 1.63  0.3261
H -1.29 -2.88 -1.87  0.3307
C 1.60 1.30 -1.10  -0.3855
H -1.91 -2.75 0.96  0.3467
H 3.00 -0.23 -0.52  0.4129
H -2.05 -4.36 -1.02  0.2877
C 0.10 0.56 1.17  -0.5834
H 1.68 -0.90 1.46  0.3915
H -0.41 -4.26 -1.23  0.2364
H -0.40 -3.48 0.94  0.2784
C -0.36 1.60 0.36  0.6479
C 0.43 2.02 -0.75  -0.8638
C 1.33 -0.04 0.88  -0.5042
C 2.07 0.29 -0.30  -0.6666
C -1.07 -2.90 0.28  -0.5854
C -1.27 -3.60 -1.06  -0.9226
C -1.71 2.22 0.60  -1.1887
H -0.62 -1.91 0.24  -0.0132
H -0.37 0.15 2.06  0.2405
H 2.15 1.45 -2.03  0.3813
H 0.12 2.87 -1.36  0.3129
H -2.42 1.83 -0.13  0.1926



This record from OMol25 describes a single C5H9NO molecule in a non-equilibrium geometry. The level of theory is ωB97M-V/def2-TZVPD.

Summary:
E_HOMO (eV): -10.8
Molecular weight (g mol⁻¹): 99.13
Orbital gap (eV): 11.5
Total charge: 0
Total energy (hartree): -325.89563
ΔE to the lowest compared entry with this formula, charge and spin (kJ/mol): 110.1
LUMO energy (eV): 0.67
Structure (SMILES): C[C@@H](O)[C@@H](C)C#N

Last column: Mulliken charge in e.
Element x y z (Å)
H 1.37 1.06 -1.01  0.3675
C 0.16 0.62 0.77  -0.0378
C -0.95 -1.07 -0.80  -1.3584
C 1.37 -1.37 -0.03  0.0391
O -1.04 0.99 1.41  -0.5348
H 0.97 0.80 1.47  0.4144
H -0.29 -1.50 1.21  0.2326
H -1.97 -0.82 -0.48  0.3881
C 0.60 1.54 -0.39  -1.2895
C 0.05 -0.89 0.36  0.5130
H -0.68 -0.42 -1.64  0.3248
H 1.05 2.47 -0.02  0.3414
H -1.78 0.76 0.82  0.3666
H -0.26 1.82 -1.01  0.3073
H -0.98 -2.10 -1.15  0.3830
N 2.44 -1.70 -0.35  -0.4572



This record from OMol25 describes C26H34N5O2S4Ta as an isolated structure. The level of theory is ωB97M-V/def2-TZVPD.

Summary:
E_HOMO (eV): -19.5
Molecular weight (g mol⁻¹): 757.81
Orbital gap (eV): 5.7
Total charge: +4
Total energy (hartree): -3083.81204
ΔE to the lowest compared entry with this formula, charge and spin (kJ/mol): 134.4
LUMO energy (eV): -13.81

Last column: Mulliken charge in e.
Element x y z (Å)
C 3.57 -1.43 -0.83  -0.9851
H 2.39 2.13 5.74  0.5254
S 1.24 2.59 -1.62  0.1019
H -1.34 0.54 -2.75  0.9028
H 0.00 4.01 -3.08  0.7091
H -2.84 4.33 0.74  0.6037
H 3.04 -2.32 -1.15  0.3198
C 0.80 -2.95 -2.22  -0.7153
C 1.44 -3.94 -4.39  0.2383
C 2.49 -1.82 1.72  -0.9316
C -3.52 -1.59 -0.47  -0.9922
Ta 0.32 0.66 0.10  -0.3375
H 2.05 -1.39 2.61  0.1890
H -0.91 5.51 1.91  0.5791
H 0.12 1.12 5.30  0.6476
C 1.98 4.66 0.17  -1.1375
C 1.30 -1.36 -3.92  -1.1075
H 3.26 2.99 -0.47  0.3509
H -1.26 -2.27 1.34  0.2913
H -4.92 -1.71 -2.09  0.5042
N 0.82 -0.60 -1.70  1.2306
H 4.52 -1.70 -0.39  0.5581
O -1.67 0.07 3.60  -0.4838
C -2.32 -1.04 -0.05  0.4922
N -1.56 -0.26 -0.83  1.1496
C -3.98 -1.31 -1.74  -0.5622
H 0.69 -3.98 -1.90  0.6148
H -2.21 4.07 -1.79  0.6832
C 2.51 3.67 -0.88  -0.8062
H 1.54 5.54 -0.29  0.6017
H 1.58 -1.08 -4.93  0.4252
H -3.48 -0.30 -3.59  0.5749
H 1.88 -2.64 1.33  0.3160
H 3.75 -0.75 -1.66  0.3860
S 0.78 3.94 1.32  0.3185
C 0.66 -1.90 -1.35  -0.2723
S -1.74 2.44 -0.13  0.3579
H -2.09 3.38 2.00  0.4501
H -2.47 -1.23 2.09  0.7864
H 1.27 0.67 -3.29  0.5675
S 2.70 -0.53 0.47  0.3593
C 0.51 0.95 3.21  0.3505
H 1.68 -4.64 -6.27  0.2799
C -0.76 4.84 1.06  -0.8914
H -0.72 5.46 0.17  0.4344
C -0.08 3.78 -2.02  -0.7332
H 2.83 5.02 0.75  0.5632
C -0.74 0.25 2.88  -0.0333
N 1.48 -3.81 -5.72  -0.3051
H -1.79 2.53 -2.47  0.3281
H -4.09 -2.21 0.21  0.6204
N -0.70 -0.25 1.50  0.7757
C -1.73 -1.28 1.30  -1.1977
C -1.91 3.84 1.03  -0.9653
C -1.99 -0.03 -2.10  -0.5766
H 0.14 4.69 -1.48  0.2317
C 2.52 1.68 2.39  -0.4166
H 1.23 -2.98 -6.22  0.1639
H 3.49 -2.19 1.96  0.5658
C 2.09 1.85 4.74  -0.8750
H 3.93 2.45 3.79  0.5764
H 3.17 1.83 1.54  0.4893
C 0.83 1.31 4.50  -0.6784
H 0.38 -2.11 -0.32  0.0706
C 1.16 -2.69 -3.55  0.6300
C -1.48 3.26 -1.73  -1.0051
C 2.94 2.03 3.65  -0.9155
O 1.65 -4.95 -3.76  -0.5396
H 2.99 4.20 -1.70  0.5470
N 1.31 1.12 2.15  1.1313
C -3.18 -0.52 -2.58  -1.2911
C 1.13 -0.36 -2.99  -0.8379



This record from OMol25 describes a single C3H5FN2S molecule in a non-equilibrium geometry. The level of theory is ωB97M-V/def2-TZVPD.

Summary:
E_HOMO (eV): -9.2
Molecular weight (g mol⁻¹): 120.15
Orbital gap (eV): 8.9
Total charge: 0
Total energy (hartree): -724.80332
ΔE to the lowest compared entry with this formula, charge and spin (kJ/mol): 166.2
LUMO energy (eV): -0.31
Structure (SMILES): [H]/N=C(/CF)NC=S

Last column: Mulliken charge in e.
Element x y z (Å)
S 2.51 0.69 -0.59  -0.2777
C -0.32 1.22 0.59  -0.3055
H 0.23 1.98 -0.15  0.2296
N 0.19 -0.86 -0.57  -0.1702
N -1.93 -0.56 0.73  -0.5528
C 1.52 -0.60 -0.95  -0.0439
F -1.43 2.01 0.97  -0.2896
H -0.14 -1.73 -0.65  0.1744
H -2.01 -1.51 0.27  0.2164
C -0.83 -0.09 0.26  0.5265
H 0.36 1.08 1.54  0.2452
H 1.86 -1.61 -1.44  0.2476



This record from OMol25 describes a 2-piece molecular cluster, F2H2NP overall in a non-equilibrium geometry. The level of theory is ωB97M-V/def2-TZVPD.

Summary:
E_HOMO (eV): -12.2
Molecular weight (g mol⁻¹): 84.99
Orbital gap (eV): 11.2
Total charge: 0
Total energy (hartree): -597.05623
ΔE to the lowest compared entry with this formula, charge and spin (kJ/mol): 164.3
LUMO energy (eV): -1.07
Structure (SMILES): [H]/N=P\F.F

Last column: Mulliken charge in e.
Element x y z (Å)
N 0.94 0.17 0.11  -0.4761
H -0.94 0.46 -0.16  0.4690
F 3.29 -0.51 -0.16  -0.3123
F -1.82 0.84 -0.16  -0.4244
H 1.19 -0.84 -0.19  0.2865
P 2.34 0.86 0.08  0.4573



This record from OMol25 describes C8H10GaN2Se as an isolated structure in a non-equilibrium geometry. The level of theory is ωB97M-V/def2-TZVPD.

Summary:
E_HOMO (eV): -4.1
Molecular weight (g mol⁻¹): 282.87
Orbital gap (eV): 7.2
Total charge: -1
Total energy (hartree): -4746.58446
ΔE to the lowest compared entry with this formula, charge and spin (kJ/mol): 0.0
LUMO energy (eV): 3.07

Last column: Mulliken charge in e.
Element x y z (Å)
H 1.21 -1.01 -2.75  0.3898
C -2.11 1.20 0.72  -0.4759
H -1.12 0.66 2.42  0.2489
C 1.43 -0.43 -1.85  -0.5913
H 2.82 0.01 1.19  0.4180
H -2.49 0.12 -1.19  0.4471
N -0.66 -2.21 0.86  -0.3599
H -2.46 2.25 0.66  0.2119
H -1.17 1.32 -1.28  0.2489
H 2.24 2.32 -0.10  0.3676
C -1.13 -2.96 1.66  0.3772
C 2.26 0.11 0.27  -0.6827
C 1.85 -1.01 -0.58  -0.0601
H 2.12 -2.05 -0.42  0.5079
N -0.86 0.96 1.48  -0.6742
Ga -0.16 -0.46 0.26  0.2011
H -2.97 0.63 1.15  0.2364
H 1.24 1.69 -2.52  0.4786
C 1.48 0.98 -1.73  -0.7513
C -1.70 0.61 -0.63  -0.7473
C 2.00 1.32 -0.44  -0.5093
Se -1.80 -4.06 2.82  -0.2813



This record from OMol25 describes a 2-piece molecular cluster, C4H5ClF2N3O overall in a non-equilibrium geometry. The level of theory is ωB97M-V/def2-TZVPD.

Summary:
E_HOMO (eV): -14.8
Molecular weight (g mol⁻¹): 184.55
Orbital gap (eV): 10.6
Total charge: +1
Total energy (hartree): -1054.43428
ΔE to the lowest compared entry with this formula, charge and spin (kJ/mol): 94.9
LUMO energy (eV): -4.23

Last column: Mulliken charge in e.
Element x y z (Å)
H 0.43 2.82 1.43  0.3181
N -1.43 0.59 -0.15  -0.2505
C 0.81 2.44 0.47  -0.5081
H 1.26 -4.17 -0.21  0.3536
N 1.68 -3.24 0.18  -0.3877
H -2.52 0.36 -1.90  0.3539
C 1.34 0.09 0.52  0.6984
N 1.43 -1.05 0.28  -0.0381
F -3.48 -0.27 -0.38  -0.1818
C -2.42 0.29 -0.85  0.0599
H 1.43 3.21 -0.06  0.2713
O 1.58 1.25 0.68  -0.2184
Cl -1.23 0.02 1.44  -0.0540
C 1.09 -2.27 -0.18  0.3993
F 0.05 -2.13 -1.06  -0.1826
H -0.01 2.07 -0.19  0.3664



This record from OMol25 describes a single C24H25NO molecule in a non-equilibrium geometry. The level of theory is ωB97M-V/def2-TZVPD.

Summary:
E_HOMO (eV): -7.8
Molecular weight (g mol⁻¹): 343.47
Orbital gap (eV): 8.6
Total charge: 0
Total energy (hartree): -1059.55500
LUMO energy (eV): 0.75
Structure (SMILES): C[C@@H](Oc1ccc(C(C)(C)C)cc1)n1c2ccccc2c2ccccc21

Last column: Mulliken charge in e.
Element x y z (Å)
C 2.11 -3.62 2.85  -2.1432
H 1.69 3.66 -2.53  0.3761
C -1.79 1.26 -1.76  0.4476
C 3.75 -3.97 1.03  -1.6124
C -2.98 1.23 -0.98  0.2319
C 1.68 -1.07 1.79  -0.1430
C -1.14 3.88 0.66  -0.3380
H 1.85 -0.16 -1.99  0.3106
H 2.60 -2.41 -1.21  0.3453
H 0.16 4.36 -1.92  0.3825
C 1.36 0.50 0.00  0.8815
H -3.89 4.01 2.71  0.3589
O 1.23 1.83 -0.31  -0.3285
C -3.68 2.63 1.07  -0.4541
C -2.66 -0.38 -3.24  -0.6851
C 1.33 -4.40 0.62  -1.5673
C 2.11 -2.03 0.88  0.2460
C -2.83 2.20 0.06  0.2903
C 0.52 2.27 -1.47  0.2257
H -4.66 2.15 1.16  0.4015
C 0.99 3.69 -1.69  -1.6874
C -1.62 0.49 -2.90  -0.6238
H 0.31 -4.09 0.86  0.3767
C -1.55 2.81 -0.11  0.3496
H 1.45 -5.43 0.95  0.4276
N -0.93 2.21 -1.22  0.4654
H 0.72 1.64 -2.35  0.1778
H -2.58 -1.01 -4.14  0.3799
H 1.66 -1.28 2.86  0.4431
C 2.20 -1.69 -0.48  -0.4922
H 2.86 -3.04 3.41  0.4195
C -4.01 0.35 -1.32  -0.3486
C -3.25 3.67 1.89  -0.6860
H -0.70 0.58 -3.49  0.3738
C 1.27 0.19 1.36  -1.1895
H 2.20 -4.67 3.16  0.4197
C 2.33 -3.49 1.34  2.0628
C 1.79 -0.44 -0.94  -0.8982
H 1.11 -3.28 3.14  0.4528
H 3.99 -3.89 -0.04  0.3101
H -0.18 4.36 0.46  0.3201
H 0.93 0.93 2.08  0.4287
H 1.46 -4.36 -0.46  0.3392
H -1.73 5.17 2.30  0.3945
C -2.01 4.31 1.68  -0.7404
H 4.49 -3.39 1.59  0.3860
H -4.91 0.36 -0.71  0.4100
H 1.54 4.04 -0.81  0.4007
H 3.85 -5.02 1.33  0.4303
H -4.60 -1.17 -2.71  0.3674
C -3.82 -0.46 -2.44  -0.6963



This record from OMol25 describes an isolated ion of composition C4H10Br2NSi and charge +1 in a non-equilibrium geometry. The level of theory is ωB97M-V/def2-TZVPD.

Summary:
E_HOMO (spin up / spin down) (eV): -12.8 / -12.8
Molecular weight (g mol⁻¹): 260.02
Orbital gap (spin up / spin down) (eV): 8.1 / 8.1
Total charge: +1
Total energy (hartree): -5650.26497
ΔE to the lowest compared entry with this formula, charge and spin (kJ/mol): 215.2
LUMO energy (spin up / spin down) (eV): -4.63 / -4.63

Last column: Mulliken charge in e.
Element x y z (Å)
H 1.25 1.61 -0.68  0.3573
Br 2.09 -0.59 1.74  -0.1644
H 0.72 -0.95 -1.80  0.3438
H -1.53 -1.54 -1.28  -0.0760
H 0.44 1.90 1.28  0.4934
C -0.59 -0.15 0.68  0.5569
Br 0.18 -2.97 0.51  0.0069
H -2.97 -1.67 0.91  -0.0674
H 2.08 0.61 -1.98  0.3780
H -0.95 1.58 1.93  0.3098
C 0.54 -1.05 0.49  0.2692
C 0.94 -0.49 -0.84  -0.8300
H 2.55 0.63 -0.31  0.3193
H -2.96 0.17 -0.46  -0.1211
C -0.44 1.35 0.91  -1.4961
N 1.77 0.67 -1.02  -0.1404
Si -2.19 -0.97 -0.07  0.4488
H -0.93 1.87 -0.01  0.4121



Q: Number 8 is which compound?
A: C24H25NO



Q: Number 5 is which compound?
A: F2H2NP



Q: Which value of total charge does entry 4 give?
A: 0